{"formula": "C47H45CdCl5Ge2O3PS", "method": "the ωB97M-V functional and the def2-TZVPD basis", "e_lumo_ev": 2.32, "e_homo_ha": -0.1896, "fmax_ha_per_bohr": 0.003, "charge": -1, "homo_lumo_gap_ev": 7.5, "e_tot_ev": -255949.3543, "relative_energy_ev": 0.5024, "species": ["Cd", "Ge", "Ge", "Cl", "Cl", "Cl", "Cl", "Cl", "S", "P", "O", "O", "O", "C", "C", "C", "C", "C", "C", "C", "C", "C", "C", "C", "C", "C", "C", "C", "C", "C", "C", "C", "C", "C", "C", "C", "C", "C", "C", "C", "C", "C", "C", "C", "C", "C", "C", "C", "C", "C", "C", "C", "C", "C", "C", "C", "C", "C", "C", "C", "H", "H", "H", "H", "H", "H", "H", "H", "H", "H", "H", "H", "H", "H", "H", "H", "H", "H", "H", "H", "H", "H", "H", "H", "H", "H", "H", "H", "H", "H", "H", "H", "H", "H", "H", "H", "H", "H", "H", "H", "H", "H", "H", "H", "H"], "xyz": [[-0.607042, -0.267965, -0.145702], [1.729507, 3.010150, 0.491509], [0.255505, 0.971270, -2.241294], [-5.892846, 0.009673, 2.737351], [-0.212012, 1.874092, 4.461227], [-3.457781, -0.383410, 0.823611], [-5.483539, 1.307061, 5.553085], [-2.624684, 2.233474, 6.403715], [2.256654, 0.798868, 0.553364], [-0.197070, -2.489749, 1.746189], [-0.921189, 0.612931, 1.939114], [-2.126545, -2.155584, -1.226504], [0.079551, -2.524921, -1.126603], [-1.799610, 1.386922, 3.979796], [2.680475, 4.613473, -1.827382], [3.621244, 0.093429, 4.282757], [4.205969, 6.834652, -2.604922], [3.351741, -3.780362, 3.433799], [-0.964029, -2.329573, 3.401266], [-4.150690, 1.139000, 4.465264], [-2.873568, 1.547846, 4.838163], [3.291825, 6.942558, -1.565458], [-1.197441, 1.226204, -3.572363], [-0.907633, -4.080415, 1.154344], [2.791926, 0.327147, 3.195837], [-4.324025, 0.558264, 3.211185], [-1.645925, -6.353994, 1.452526], [-3.007658, -2.326856, 4.698573], [2.452399, 5.063276, 2.470322], [4.360514, 5.617245, -3.252537], [-1.069527, -5.201313, 1.962157], [-1.940773, -5.270589, -0.676698], [2.474531, -2.596996, 1.085429], [1.542477, -0.291866, -3.099626], [-1.337316, -4.126375, -0.175547], [5.545057, 0.491173, 2.900524], [4.999379, 0.174271, 4.137779], [-2.339861, -1.751261, 5.770721], [-0.310757, -1.735148, 4.478571], [-1.124927, -2.854935, -0.965890], [2.000220, -3.539285, 3.242695], [-0.989895, -1.456133, 5.655800], [1.258271, 2.683619, -2.340652], [2.671261, 0.348236, -3.904512], [-3.251461, 0.393383, 2.352992], [-0.590751, 4.775295, 0.537715], [2.544392, 5.841538, -1.178626], [-1.929751, 0.786093, 2.697837], [-0.726981, 1.474678, -5.004116], [-0.117499, 3.404280, 1.021450], [3.050537, 3.951154, 1.607421], [4.269411, -3.417932, 2.456234], [4.718285, 0.721166, 1.810425], [-2.326770, -2.610001, 3.525009], [3.826804, -2.841258, 1.275809], [3.607898, 4.518053, -2.865752], [1.873689, 3.433078, -1.423063], [1.551697, -2.920288, 2.077015], [-2.083941, -6.385752, 0.133940], [3.337471, 0.642042, 1.956620], [3.205962, 5.483986, 3.139969], [3.827117, 4.345796, 0.948251], [0.948944, -0.966363, -3.722603], [1.954988, -0.918043, -2.306543], [-1.761162, -7.225945, 2.084392], [-1.840504, 2.042198, -3.230663], [6.619765, 0.554932, 2.781659], [5.076376, 5.521471, -4.059847], [-2.296529, -5.281116, -1.699182], [2.123625, -2.157258, 0.159802], [3.523602, 3.205681, 2.246376], [1.825773, 5.933577, -0.371830], [1.714764, 0.274261, 3.289298], [-2.541882, -7.285217, -0.259590], [-0.753129, -5.169324, 2.998615], [-2.863229, -3.039653, 2.687244], [-0.143482, 2.395027, -5.083492], [5.647648, -0.012382, 4.984871], [0.737838, -1.479339, 4.399295], [3.691573, -4.246158, 4.350882], [-0.095635, 0.655516, -5.354645], [2.292573, 0.978795, -4.712781], [3.161237, 7.888735, -1.054426], [4.534460, -2.564802, 0.504272], [-0.498174, 4.863721, -0.547042], [3.736299, 3.564635, -3.363806], [3.321917, -0.407880, -4.354444], [3.294633, 0.978920, -3.265715], [2.062565, 5.883610, 1.865952], [-0.728734, 2.619686, 0.578565], [-0.467318, -0.978311, 6.475383], [1.632877, 4.690714, 3.087894], [1.293355, -3.817498, 4.014563], [1.372066, 3.028877, -3.373416], [4.795810, 7.692051, -2.903627], [-1.800708, 0.315476, -3.523869], [-1.641792, 4.927054, 0.793297], [-1.566777, 1.560997, -5.699831], [-4.067997, -2.537625, 4.767592], [-2.876319, -1.507414, 6.679496], [5.326707, -3.590669, 2.615163], [-0.217490, 3.301806, 2.100614], [5.135511, 0.956817, 0.839306], [3.187738, -0.157903, 5.243439], [-0.028676, 5.594341, 0.991283]], "forces_ev_per_a": [[0.098, 0.090, 0.089], [-0.045, 0.013, -0.036], [-0.069, -0.126, -0.095], [0.011, -0.005, 0.001], [0.009, -0.002, 0.008], [0.031, 0.006, 0.027], [-0.015, 0.003, 0.003], [0.000, 0.009, 0.032], [0.105, 0.065, -0.093], [-0.020, -0.060, 0.103], [-0.045, -0.027, 0.072], [0.083, 0.034, -0.013], [-0.023, -0.024, -0.066], [-0.035, 0.003, 0.026], [0.005, -0.005, 0.028], [-0.011, 0.002, 0.004], [-0.006, 0.011, 0.005], [0.025, -0.003, 0.004], [-0.061, 0.025, -0.068], [-0.025, -0.035, 0.027], [0.035, -0.001, -0.026], [0.007, 0.020, -0.002], [0.013, -0.005, 0.019], [0.028, 0.054, -0.101], [-0.005, -0.007, 0.033], [0.001, 0.018, -0.030], [0.000, -0.020, 0.011], [-0.009, 0.009, 0.014], [0.043, -0.023, 0.004], [0.009, 0.004, -0.010], [0.004, 0.015, 0.033], [-0.007, -0.016, -0.001], [0.000, 0.042, -0.040], [-0.007, 0.007, 0.048], [0.020, 0.065, 0.053], [0.008, 0.007, 0.031], [0.026, 0.009, -0.010], [-0.021, 0.028, -0.005], [0.049, -0.027, -0.004], [-0.001, -0.059, -0.037], [-0.026, 0.028, 0.008], [-0.010, 0.022, 0.006], [-0.064, -0.077, -0.008], [-0.014, -0.014, 0.014], [-0.079, 0.015, 0.033], [-0.003, -0.039, -0.003], [-0.015, -0.027, 0.017], [0.094, -0.016, -0.073], [-0.012, -0.006, 0.033], [0.031, -0.007, -0.036], [-0.047, 0.026, -0.031], [-0.002, -0.019, 0.006], [-0.008, -0.003, -0.025], [0.032, -0.020, -0.016], [0.005, -0.004, 0.010], [-0.002, 0.002, -0.021], [0.043, 0.066, 0.066], [-0.055, -0.039, 0.006], [0.006, -0.011, -0.015], [-0.068, -0.067, 0.031], [-0.005, 0.007, 0.008], [0.013, -0.008, 0.008], [-0.010, -0.004, -0.002], [-0.007, 0.002, -0.008], [0.000, 0.002, 0.003], [0.000, -0.002, 0.004], [0.002, -0.002, 0.000], [0.000, -0.009, -0.001], [0.003, -0.001, -0.005], [0.000, 0.007, 0.006], [0.023, -0.014, 0.012], [0.023, 0.022, -0.026], [-0.015, -0.016, -0.006], [-0.005, 0.006, -0.004], [-0.001, -0.003, 0.002], [-0.019, -0.002, -0.004], [0.005, 0.001, -0.010], [-0.001, -0.001, 0.001], [0.018, 0.029, -0.011], [-0.006, -0.001, 0.003], [0.010, 0.001, -0.021], [0.006, 0.008, -0.010], [-0.005, -0.002, 0.004], [-0.002, 0.000, -0.004], [0.000, 0.017, -0.004], [0.010, -0.004, 0.003], [0.006, 0.004, -0.009], [0.000, 0.009, 0.000], [-0.001, 0.009, 0.015], [-0.033, 0.003, 0.025], [0.007, 0.000, -0.001], [-0.008, 0.007, 0.003], [0.003, 0.001, 0.005], [-0.012, 0.004, -0.016], [0.002, -0.001, -0.003], [-0.015, 0.012, -0.010], [-0.005, 0.010, -0.010], [0.005, 0.006, -0.012], [-0.002, 0.002, -0.004], [0.004, -0.008, 0.005], [0.003, 0.005, -0.002], [0.000, -0.009, 0.025], [-0.001, 0.000, -0.002], [-0.001, 0.004, 0.006], [-0.002, 0.005, 0.012]], "lowdin_charge": [1.191, 0.756, 0.748, 0.662, 0.731, 0.713, 0.631, 0.658, 0.632, 1.113, -0.306, -0.111, -0.137, -0.598, -0.251, -0.079, -0.108, -0.089, -0.358, -0.739, -0.718, -0.087, -0.417, -0.286, -0.123, -0.716, -0.092, -0.077, -0.166, -0.091, -0.088, -0.025, -0.115, -0.407, -0.145, -0.093, -0.098, -0.089, -0.111, -0.771, -0.100, -0.091, -0.251, -0.194, -0.607, -0.162, -0.056, -0.527, -0.195, -0.351, -0.325, -0.092, -0.122, -0.101, -0.078, -0.037, -0.363, -0.337, -0.088, -0.629, 0.066, 0.064, 0.055, 0.022, 0.096, 0.045, 0.098, 0.097, 0.116, 0.065, 0.042, 0.083, 0.052, 0.097, 0.105, 0.108, 0.051, 0.095, 0.085, 0.098, 0.052, 0.051, 0.099, 0.107, 0.063, 0.105, 0.060, 0.050, 0.044, 0.022, 0.104, 0.062, 0.097, 0.057, 0.093, 0.045, 0.069, 0.057, 0.108, 0.105, 0.098, 0.022, 0.105, 0.103, 0.046]}